[1]
The following is a quantum chemistry calculation of C19H31N3O4 in the gas phase, from OMol25.

Each line ends with the Mulliken charge.
CARTESIAN COORDINATES (ANGSTROEM)
O (0.68, 6.11, 0.44)  -0.425
O (1.46, -3.86, 1.95)  -0.685
O (-1.03, 3.07, -0.14)  -0.729
O (1.54, 4.20, 1.29)  -0.601
N (-0.22, -2.65, 1.03)  0.475
N (1.08, 4.42, -0.96)  -0.214
N (-0.12, 1.02, -0.23)  0.218
C (-1.90, -0.88, 2.53)  -1.720
C (0.88, 2.81, -2.72)  -1.784
C (-0.10, 2.35, -0.47)  0.458
C (0.62, -0.09, -0.82)  0.012
C (1.32, -0.85, 0.31)  -1.371
C (0.69, 6.65, 1.76)  -0.654
C (-1.77, -0.56, -0.70)  -1.216
C (-0.50, -0.91, -1.51)  -0.244
C (-0.13, -4.94, -1.59)  -1.339
C (1.12, 4.85, 0.35)  0.576
C (-2.36, -4.78, -0.51)  -1.065
C (-1.27, 0.38, 0.41)  -0.497
C (0.40, -3.81, 1.35)  0.627
C (-0.77, -0.32, 1.68)  0.015
C (2.48, 2.43, -0.80)  -1.874
C (-0.36, -5.07, 0.93)  -0.965
C (1.11, 2.98, -1.21)  1.734
C (0.34, -1.35, 1.38)  -0.850
C (-1.04, -4.93, -0.40)  1.019
H (0.86, 1.75, -2.99)  0.269
H (-2.48, -0.03, -1.33)  0.469
H (-2.00, 1.14, 0.67)  0.689
H (0.29, 7.66, 1.67)  0.225
H (-2.56, -0.08, 2.86)  0.486
H (0.06, 6.05, 2.42)  0.296
H (-0.61, -0.58, -2.54)  0.502
H (2.77, 1.57, -1.41)  0.473
H (2.51, 2.15, 0.25)  0.236
H (3.23, 3.21, -0.96)  0.507
H (1.69, 3.29, -3.26)  0.459
H (-1.08, -2.72, 0.51)  -0.103
H (1.36, 0.25, -1.54)  0.410
H (0.66, -4.19, -1.47)  0.243
H (-3.00, -4.80, 0.37)  0.295
H (1.88, -1.70, -0.07)  0.493
H (0.37, -5.88, 0.92)  0.341
H (0.39, 4.92, -1.49)  0.325
H (-0.67, -4.73, -2.52)  0.351
H (-2.84, -4.66, -1.47)  0.304
H (-2.51, -1.60, 1.98)  0.220
H (-0.27, -1.97, -1.53)  -0.216
H (-1.51, -1.39, 3.41)  0.454
H (2.03, -0.16, 0.78)  0.356
H (1.70, 6.67, 2.16)  0.298
H (-0.28, 0.48, 2.26)  0.594
H (0.37, -5.91, -1.69)  0.366
H (-1.09, -5.29, 1.72)  0.315
H (-0.07, 3.26, -3.01)  0.448
H (-2.30, -1.44, -0.32)  0.292
H (0.90, -1.53, 2.30)  0.703

Results
- Energy above the lowest of the compared OMol25 structures with the same formula, charge and spin: 3.1 kcal per mole
- E_HOMO: -0.34022 Ha
- Total charge: 0
- E_LUMO: 0.61 eV
- HOMO-LUMO gap: 9.87 eV
- Structure (SMILES): C=C(C)CC(=O)N[C@H]1C[C@H]2CC[C@@H]([C@H]1C)N2C(=O)C(C)(C)NC(=O)OC
- DFT total energy: -32868.2975 eV

---

[2]
The following is a quantum chemistry calculation of a 3-piece molecular cluster, C15H31BBr2Cl4N4O4PS overall at a distorted geometry, from OMol25.

Each line ends with the Mulliken charge.
CARTESIAN COORDINATES (ANGSTROEM)
Br (3.68, 0.26, 2.48)  -0.264
Br (2.53, 1.98, -0.03)  -0.284
Cl (4.48, -0.57, -3.60)  -0.209
Cl (4.30, 2.63, -4.76)  -0.171
Cl (-3.18, -2.93, 2.90)  -0.136
Cl (-0.53, -5.05, 3.12)  -0.195
S (-1.68, 0.68, 3.01)  -0.423
P (-2.96, 2.44, -0.93)  0.347
O (-0.52, 1.69, -0.22)  -0.307
O (-4.23, -1.78, -0.33)  -0.624
O (-1.13, -0.37, 0.57)  0.754
O (-2.21, 3.09, -2.04)  -0.671
N (1.27, -1.65, -3.29)  -0.735
N (1.51, -2.17, -0.97)  -0.505
N (-0.53, -2.59, -2.08)  -0.639
N (-0.09, 3.29, 1.75)  0.033
C (-3.49, -1.53, 0.58)  -0.165
C (1.43, 0.51, 0.68)  0.313
C (-2.37, -3.47, 4.39)  -0.526
C (0.56, -1.64, -1.94)  0.971
C (-0.89, -3.66, 4.18)  0.222
C (4.96, 1.22, -5.61)  -0.439
C (0.50, 4.59, 1.39)  -1.158
C (1.94, -0.18, 1.69)  0.176
C (-3.44, -0.09, 1.14)  -0.846
C (1.20, -1.37, 2.28)  -0.868
C (-1.73, 1.90, 0.42)  0.317
C (4.21, -0.05, -5.28)  -0.452
C (0.13, -0.16, -1.67)  -1.178
C (-1.48, 3.19, 1.30)  -1.795
C (-2.01, 0.50, 1.16)  1.241
B (0.01, 0.28, -0.10)  -1.413
H (0.84, -0.89, -3.82)  0.337
H (-1.66, 4.06, 0.63)  0.720
H (0.51, 4.65, 0.29)  0.376
H (-1.07, -2.66, -1.21)  0.251
H (-0.38, 1.08, 3.09)  0.062
H (-2.84, -2.33, 1.03)  0.480
H (-1.12, -2.32, -2.86)  0.303
H (-3.83, -0.17, 2.18)  0.570
H (0.57, -0.99, 3.10)  0.132
H (1.94, -3.02, -1.33)  0.371
H (4.56, -0.86, -5.93)  0.350
H (-0.43, -2.78, 3.74)  -0.306
H (2.19, -1.26, -3.06)  0.084
H (-0.08, 3.23, 2.76)  0.266
H (-3.69, 1.30, -1.35)  0.064
H (3.14, 0.07, -5.43)  0.300
H (-2.54, -2.70, 5.14)  0.282
H (4.88, 1.43, -6.68)  0.301
H (-2.85, -4.39, 4.72)  0.389
H (1.57, 4.53, 1.67)  0.332
H (0.77, 0.58, -2.19)  0.458
H (0.59, -1.92, 1.55)  0.201
H (-3.84, 3.40, -0.34)  0.064
H (-2.19, 3.29, 2.14)  0.140
H (-0.01, 5.45, 1.85)  0.334
H (2.27, -1.50, -0.88)  0.179
H (-0.40, -3.87, 5.14)  0.371
H (-0.88, -0.02, -2.10)  0.046
H (-4.19, 0.51, 0.60)  0.300
H (6.01, 1.14, -5.36)  0.307
H (1.95, -2.04, 2.76)  0.567

Results
- E_HOMO: -0.18911 Ha
- Total charge: -1
- E_LUMO: 2.32 eV
- HOMO-LUMO gap: 7.46 eV
- DFT total energy: -241185.9326 eV

---

[3]
The following is a quantum chemistry calculation of C36H27Co2N2O5P as an isolated structure at a distorted geometry, from OMol25.

Each line ends with the Mulliken charge.
CARTESIAN COORDINATES (ANGSTROEM)
Co (-0.28, -3.50, 0.69)  -0.141
Co (0.85, -0.99, -0.14)  1.208
P (1.98, 0.26, -1.53)  2.591
O (-2.77, -4.76, -0.06)  -0.316
O (3.15, -2.28, 1.12)  -0.413
O (0.49, 0.99, 1.97)  -0.367
O (-1.72, -1.56, 2.32)  -0.337
O (1.11, -5.38, 2.42)  -0.302
N (-2.89, 0.14, 7.76)  -0.663
N (-3.12, -0.37, 5.54)  -0.466
C (-0.05, 0.06, -5.68)  -0.701
C (3.98, -1.58, -2.11)  -0.039
C (2.70, 2.32, 0.17)  -0.087
C (-4.15, -0.95, 6.21)  -0.354
C (-2.44, 1.08, -0.27)  0.205
C (3.72, -0.24, -1.80)  -0.446
C (6.36, -1.13, -2.14)  -0.563
C (5.29, -2.02, -2.30)  -0.757
C (-2.84, 0.04, -1.14)  1.088
C (6.10, 0.21, -1.84)  -0.708
C (-0.72, 0.62, -4.58)  -0.817
C (-5.12, 0.89, -1.07)  -0.539
C (-3.38, 2.01, 0.19)  -0.924
C (4.79, 0.67, -1.70)  -0.494
C (2.23, -1.78, 0.62)  0.283
C (-1.07, -2.31, 1.72)  0.223
C (0.59, -4.62, 1.73)  0.257
C (1.58, 3.06, -1.85)  -0.555
C (-4.00, -0.62, 7.63)  0.703
C (-4.72, 1.92, -0.21)  -0.462
C (1.97, -0.15, -4.36)  -0.789
C (2.09, 2.02, -1.06)  -0.197
C (-1.90, -0.95, -1.61)  -0.500
C (-0.69, -1.25, -1.07)  0.361
C (-4.88, -1.02, 8.75)  -0.926
C (1.30, -0.28, -5.57)  -0.662
C (0.13, -2.40, -0.98)  -1.076
C (1.58, 4.37, -1.35)  -0.752
C (-0.03, 0.78, -3.37)  -0.614
C (1.29, 0.32, -3.23)  0.275
C (2.74, 3.64, 0.64)  -0.815
C (2.15, 4.66, -0.11)  -0.589
C (-4.20, -0.03, -1.55)  -0.632
C (-1.75, -4.31, 0.24)  0.233
C (-2.37, 0.29, 6.49)  -0.145
C (0.56, 0.23, 1.09)  0.033
H (-3.05, 2.80, 0.86)  0.422
H (-4.95, -1.56, 5.80)  0.345
H (4.60, 1.73, -1.52)  0.433
H (3.24, 3.85, 1.58)  0.399
H (-1.40, 1.15, 0.03)  0.061
H (1.19, 2.86, -2.84)  0.460
H (-4.31, -1.58, 9.51)  0.250
H (-5.69, -1.66, 8.39)  0.269
H (5.48, -3.06, -2.57)  0.423
H (7.38, -1.48, -2.25)  0.382
H (2.14, 5.68, 0.27)  0.392
H (0.50, -2.94, -1.86)  0.678
H (-2.22, -1.53, -2.49)  0.353
H (-1.47, 0.86, 6.28)  0.403
H (-5.31, -0.14, 9.25)  0.244
H (1.12, 5.16, -1.95)  0.416
H (6.93, 0.92, -1.70)  0.408
H (-5.45, 2.64, 0.16)  0.377
H (3.15, -2.29, -2.22)  0.371
H (-4.49, -0.83, -2.23)  0.383
H (-6.17, 0.81, -1.38)  0.377
H (1.83, -0.66, -6.44)  0.410
H (-0.54, 1.23, -2.51)  0.703
H (-0.59, -0.09, -6.61)  0.389
H (3.03, -0.42, -4.28)  0.394
H (-1.76, 0.91, -4.64)  0.451
H (3.17, 1.53, 0.76)  0.493

Results
- Energy above the lowest of the compared OMol25 structures with the same formula, charge and spin: 123.5 kcal per mole
- E_HOMO: -0.20804 Ha
- Total charge: 0
- E_LUMO: -3.84 eV
- HOMO-LUMO gap: 1.82 eV
- DFT total energy: -135522.6671 eV